59
Properties=species:S:1:pos:R:3:lowdin_spin:R:1 method="wB97M-V/def2-TZVPD" e_tot_ha=-3593.27330 orbital_gap_ev="6.721 / 6.383" spin_multiplicity=2 relative_energy_kcal_mol=9.1 homo_ev="-7.20 / -6.89"
V -1.1298 0.9649 1.2374 0.943
I -2.2959 0.9401 -1.1753 0.006
C -1.3549 -0.2318 -2.6764 -0.006
C -2.1006 -0.1784 -3.8236 0.000
C -1.6973 -0.8292 -4.9995 0.000
C -0.5224 -1.5113 -4.9991 0.001
C 0.2726 -1.5896 -3.8316 0.000
C 1.4879 -2.3044 -3.9166 0.000
C 2.3060 -2.4274 -2.8377 0.000
C 1.9043 -1.8552 -1.6247 0.000
C 0.7272 -1.1548 -1.4710 -0.002
P 0.5187 -0.6225 0.2832 0.013
C 2.0767 0.2704 0.5756 0.001
C 3.1985 -0.2792 1.1840 0.000
C 4.3271 0.4992 1.3885 0.000
C 4.3403 1.8284 0.9915 0.000
C 3.2222 2.3841 0.3852 0.000
C 2.0927 1.6079 0.1798 0.000
C 0.5824 -2.1873 1.2069 0.006
C 0.2493 -3.4053 0.6174 0.001
C 0.1977 -4.5582 1.3865 0.000
C 0.4776 -4.5022 2.7441 0.001
C 0.7933 -3.2869 3.3356 0.000
C 0.8352 -2.1256 2.5788 0.002
C -0.1330 -0.9654 -2.6026 0.000
H -3.0235 0.3874 -3.8317 0.000
H -2.3137 -0.7686 -5.8860 0.000
H -0.1679 -2.0104 -5.8921 0.000
H 1.7520 -2.7488 -4.8685 0.000
H 3.2429 -2.9639 -2.9002 0.000
H 2.5497 -1.9854 -0.7655 0.000
H 3.1837 -1.3058 1.5281 0.000
H 5.1935 0.0698 1.8741 0.000
H 5.2198 2.4354 1.1620 0.000
H 3.2263 3.4223 0.0795 0.000
H 1.2211 2.0480 -0.2990 0.000
H 0.0295 -3.4583 -0.4410 0.000
H -0.0628 -5.5006 0.9226 0.000
H 0.4426 -5.4036 3.3421 0.000
H 1.0006 -3.2355 4.3966 0.000
H 1.0638 -1.1752 3.0539 0.000
C 1.4212 3.0609 3.7325 0.000
C 0.9524 1.6576 3.4175 0.001
O 1.5870 0.6776 3.7698 0.002
O -0.1776 1.6063 2.7695 0.000
H 2.2593 3.0313 4.4226 0.000
H 0.6001 3.6437 4.1486 0.000
H 1.7299 3.5427 2.8031 0.000
O -3.9299 0.0783 2.2388 0.010
C -2.8793 0.3521 1.8948 0.020
Te -2.4756 3.2951 1.7409 0.001
C -4.1109 3.2429 0.4027 0.002
C -4.1482 3.6645 -0.8996 -0.001
C -5.4263 3.5177 -1.5079 0.000
C -6.3478 2.9936 -0.6550 -0.001
S -5.6655 2.6823 0.8847 0.001
H -3.2856 4.0851 -1.3975 0.000
H -5.6494 3.7990 -2.5274 0.000
H -7.3872 2.7823 -0.8494 0.000

---

27
Properties=species:S:1:pos:R:3:nbo_charge:R:1 method="wB97M-V/def2-TZVPD" e_tot_ha=-1121.10221 orbital_gap_ev=8.263 spin_multiplicity=1 relative_energy_kcal_mol=246.3 homo_ev=-8.25
O 1.7933 2.4846 0.4877 -0.534
C 1.9255 1.4745 -0.1379 0.709
N 1.0471 0.3407 -0.3254 -0.459
N -0.0959 0.5102 0.2264 -0.172
C -0.8996 -0.3107 0.0309 0.065
C -2.0593 -0.4388 0.6897 -0.247
C -2.8480 -1.4731 0.6703 -0.174
C -4.3214 -1.5268 0.9113 0.255
C -5.2470 -2.5166 0.8635 -0.301
C -6.4307 -2.0116 1.6857 -0.340
C -5.9490 -0.9704 2.0045 0.171
O -4.7109 -0.5201 1.5631 -0.420
H -6.6471 0.1368 2.6517 0.154
H -7.3208 -2.6366 1.8150 0.260
H -5.2114 -3.4308 0.3853 0.220
H -2.5779 -2.4399 0.0626 0.196
H -2.4412 0.4966 1.2821 0.235
H -0.4224 -1.3929 -0.3920 0.086
H 1.3881 -0.4816 -0.8903 0.389
C 3.4442 1.1899 -0.7575 -0.368
C 4.4206 2.2127 -0.9330 -0.223
C 5.7132 1.5662 -1.4798 -0.217
C 5.3889 0.3112 -2.0455 -0.459
S 3.9181 -0.2819 -1.5721 0.457
H 5.9701 -0.2253 -2.8875 0.259
H 6.3708 2.2022 -1.6527 0.190
H 4.3129 3.2845 -0.2861 0.266

---

67
Properties=species:S:1:pos:R:3:nbo_charge:R:1 method="wB97M-V/def2-TZVPD" charge=+3 e_tot_ha=-1965.39174 orbital_gap_ev=9.198 spin_multiplicity=1 relative_energy_kcal_mol=0.0 homo_ev=-17.96
Al 0.0785 0.2647 -1.0998 2.107
C 3.2938 0.2678 0.1509 -0.661
C 2.0163 0.9310 0.5652 0.075
C 1.5238 0.8028 1.8527 -0.202
C 0.4588 1.5895 2.3074 0.129
C 0.0036 1.4908 3.7280 -0.670
C -0.1327 2.5138 1.4369 -0.289
C 0.2939 2.6604 0.1299 0.200
C -0.2514 3.7477 -0.7441 -0.681
C 1.3245 1.7890 -0.3463 -0.662
H 3.3345 0.0890 -0.9242 0.216
H 3.4573 -0.6617 0.6918 0.247
H 4.1201 0.9424 0.3904 0.280
H 2.0180 0.1307 2.5451 0.245
H 0.1655 0.4943 4.1372 0.245
H -1.0432 1.7690 3.8395 0.241
H 0.5876 2.1873 4.3365 0.281
H -0.9150 3.1637 1.8130 0.249
H -0.2050 3.4853 -1.8002 0.224
H 0.3546 4.6462 -0.6025 0.278
H -1.2748 4.0057 -0.4752 0.243
H 1.8239 2.0501 -1.2811 0.285
C -3.3382 1.5775 -5.3883 -0.638
C -2.5796 1.8137 -4.0840 -0.569
S -1.2111 0.6568 -3.9666 1.266
O -0.5936 0.9883 -2.5504 -1.132
C -0.0139 1.3416 -5.1244 -0.577
C 0.4736 2.7489 -4.8372 -0.629
H -4.1962 2.2473 -5.4102 0.274
H -3.7062 0.5553 -5.4649 0.241
H -2.7319 1.8058 -6.2639 0.231
H -3.1976 1.5869 -3.2142 0.245
H -2.1936 2.8271 -3.9908 0.253
H -0.5247 1.2607 -6.0884 0.274
H 0.7960 0.6106 -5.1389 0.255
H -0.3201 3.4901 -4.9031 0.232
H 1.2182 3.0103 -5.5881 0.272
H 0.9518 2.8158 -3.8605 0.214
O 1.5132 -2.4717 0.1283 -0.613
C 1.4387 -2.2719 -1.0647 0.825
O 0.9012 -1.2125 -1.6166 -0.925
C 1.9857 -3.2910 -2.0631 -0.148
N 2.4477 -4.4908 -1.2673 -0.515
C 3.9503 -4.6548 -1.4680 -0.218
C 4.3920 -3.2680 -1.8969 -0.430
C 3.2466 -2.8034 -2.7964 -0.411
H 1.1855 -3.5885 -2.7382 0.262
H 1.9460 -5.3398 -1.5275 0.453
H 2.2381 -4.2909 -0.2795 0.466
H 4.0916 -5.3938 -2.2537 0.240
H 4.3870 -5.0215 -0.5435 0.256
H 5.3478 -3.2974 -2.4148 0.277
H 4.5031 -2.6174 -1.0269 0.221
H 3.3064 -3.2797 -3.7746 0.248
H 3.2233 -1.7269 -2.9524 0.242
N -1.5236 -3.1447 3.7890 -0.154
C -1.8082 -2.3404 3.0218 0.202
C -2.1175 -1.3569 2.0239 -0.174
C -3.3351 -0.6810 1.9829 -0.043
C -3.5361 0.2663 0.9872 -0.211
C -2.5322 0.5065 0.0775 0.076
N -1.3569 -0.1584 0.1073 -0.704
C -1.1527 -1.0741 1.0713 0.156
H -4.1029 -0.8927 2.7163 0.278
H -4.4640 0.8165 0.9213 0.273
H -2.6425 1.2504 -0.7014 0.226
H -0.1982 -1.5851 1.0826 0.255